{
  "formula": "C17H30NO2",
  "method": "ωB97M-V/def2-TZVPD",
  "mol_weight_g_mol": 280.43,
  "smiles": "CCCOc1ccc(OCCCC[NH2+][C@H](C)CC)cc1",
  "de_lowest_kj_mol": 23.8,
  "e_homo_ev": -10.84,
  "lumo_ev": -2.3330,
  "energy_ha": -870.7796,
  "largest_force_ha_per_bohr": 0.0131,
  "charge": 1,
  "gap_ev": 8.51,
  "species": ["C", "H", "C", "C", "H", "H", "O", "C", "C", "C", "C", "C", "C", "H", "H", "O", "C", "C", "H", "H", "C", "H", "C", "N", "H", "C", "C", "H", "H", "H", "C", "C", "H", "H", "H", "H", "H", "H", "H", "H", "H", "H", "H", "H", "H", "H", "H", "H", "H", "H"],
  "xyz": [[5.905, -2.391, -0.930], [6.843, -2.518, -0.396], [5.018, -1.378, -0.218], [4.706, -1.830, 1.210], [4.216, -2.811, 1.213], [5.636, -1.910, 1.779], [3.936, -0.882, 1.929], [2.605, -0.794, 1.741], [1.954, 0.184, 2.498], [0.589, 0.367, 2.418], [-0.157, -0.436, 1.569], [0.474, -1.409, 0.807], [1.841, -1.591, 0.888], [2.294, -2.364, 0.289], [-0.115, -2.040, 0.159], [-1.541, -0.327, 1.393], [-2.274, 0.523, 2.266], [-3.766, 0.354, 1.991], [-4.292, 0.820, 2.825], [-4.009, -0.710, 2.004], [-4.269, 0.994, 0.692], [-3.800, 1.970, 0.558], [-4.087, 0.137, -0.559], [-2.666, 0.040, -0.978], [-2.537, -0.789, -1.564], [-2.123, 1.212, -1.737], [-2.562, 1.114, -3.190], [-3.641, 1.018, -3.279], [-2.092, 0.263, -3.678], [-2.273, 2.012, -3.726], [-0.600, 1.233, -1.587], [0.029, 2.483, -2.194], [-0.424, 3.381, -1.783], [-0.080, 2.500, -3.273], [1.091, 2.503, -1.964], [-0.172, 0.347, -2.062], [-0.340, 1.200, -0.527], [-2.541, 2.116, -1.285], [-2.102, -0.112, -0.082], [-4.453, -0.871, -0.357], [-4.672, 0.555, -1.379], [-5.341, 1.169, 0.795], [-2.061, 0.242, 3.302], [-1.974, 1.569, 2.116], [0.128, 1.129, 3.025], [2.548, 0.794, 3.158], [5.521, -0.411, -0.171], [4.088, -1.241, -0.775], [5.413, -3.359, -0.992], [6.128, -2.054, -1.938]],
  "mulliken_charge": [-1.294, 0.334, -0.061, -0.789, 0.351, 0.382, -0.438, 0.602, -0.979, -0.120, 0.008, -0.691, -0.132, 0.439, 0.431, -0.490, -0.575, -0.990, 0.465, 0.265, -0.560, 0.229, -0.634, 0.378, 0.490, 0.150, -1.537, 0.416, 0.363, 0.450, 0.109, -1.547, 0.345, 0.391, 0.435, 0.321, 0.010, 0.223, -0.015, 0.464, 0.292, 0.412, 0.521, 0.428, 0.433, 0.431, 0.303, 0.279, 0.346, 0.359]
}

{
  "formula": "C17H30NO2P2SZr",
  "method": "ωB97M-V/def2-TZVPD",
  "mol_weight_g_mol": 465.67,
  "e_homo_ev": -10.74,
  "lumo_ev": -3.9034,
  "energy_ha": -1998.6894,
  "largest_force_ha_per_bohr": 0.0886,
  "charge": 1,
  "gap_ev": 6.84,
  "species": ["C", "C", "N", "C", "C", "C", "C", "P", "Zr", "P", "C", "O", "O", "H", "H", "H", "C", "C", "H", "H", "H", "H", "C", "C", "H", "H", "H", "H", "H", "H", "H", "H", "H", "H", "H", "H", "H", "H", "H", "H", "H", "H", "S", "C", "C", "C", "C", "C", "C", "H", "H", "H", "H", "H"],
  "xyz": [[3.999, 0.959, -1.551], [2.775, 1.045, -0.922], [1.955, -0.009, -0.961], [2.249, -1.156, -1.585], [3.452, -1.272, -2.244], [4.351, -0.206, -2.232], [2.301, 2.320, -0.230], [1.022, 2.041, 1.095], [-0.128, 0.210, -0.005], [-0.526, -1.806, -1.298], [1.255, -2.318, -1.467], [0.739, 4.464, -1.963], [-1.684, 3.300, -1.521], [4.679, 1.817, -1.514], [3.693, -2.208, -2.762], [5.311, -0.282, -2.744], [1.866, 1.603, 2.582], [0.152, 3.544, 1.342], [1.362, -3.011, -2.306], [1.477, -2.864, -0.535], [1.795, 2.997, -0.968], [3.150, 2.868, 0.196], [-1.376, -3.117, -0.493], [-1.183, -1.591, -2.924], [-1.258, 2.407, -1.435], [-2.356, 3.302, -0.822], [-0.202, 4.206, -1.767], [0.856, 4.192, -2.877], [0.330, -0.840, 1.288], [-0.513, 1.184, -1.396], [2.480, 2.448, 2.907], [1.129, 1.362, 3.370], [2.496, 0.712, 2.440], [0.860, 4.332, 1.633], [-0.384, 3.850, 0.423], [-0.592, 3.400, 2.137], [-1.164, -2.550, -3.452], [-2.226, -1.231, -2.858], [-0.612, -0.838, -3.488], [-1.343, -4.015, -1.122], [-0.936, -3.332, 0.496], [-2.423, -2.825, -0.324], [-2.449, 0.640, 0.877], [-2.747, -0.795, 1.761], [-3.882, -1.615, 1.440], [-4.176, -2.740, 2.162], [-3.381, -3.120, 3.243], [-2.280, -2.345, 3.586], [-1.965, -1.215, 2.881], [-4.502, -1.300, 0.595], [-5.056, -3.347, 1.889], [-3.633, -4.023, 3.819], [-1.656, -2.643, 4.451], [-1.102, -0.589, 3.154]],
  "mulliken_charge": [-0.813, 0.464, 0.060, 0.677, -0.823, -0.486, -0.851, 1.335, -1.695, 1.580, -1.147, -0.706, -0.771, 0.508, 0.469, 0.432, -1.416, -1.073, 0.523, 0.390, 0.211, 0.617, -1.174, -1.382, 0.181, 0.300, 0.399, 0.311, 0.219, 0.519, 0.438, 0.382, 0.312, 0.420, 0.230, 0.395, 0.428, 0.352, 0.355, 0.486, 0.337, 0.282, -0.443, 0.653, -0.678, -0.414, -0.377, -0.677, -0.039, 0.350, 0.351, 0.386, 0.360, 0.251]
}

{
  "formula": "C17H31ClF6N3O3",
  "method": "ωB97M-V/def2-TZVPD",
  "mol_weight_g_mol": 474.89,
  "e_homo_ev": -3.26,
  "lumo_ev": 1.6013,
  "energy_ha": -2115.4905,
  "largest_force_ha_per_bohr": 0.1870,
  "charge": -1,
  "gap_ev": 4.87,
  "species": ["O", "C", "O", "C", "F", "F", "C", "F", "F", "C", "F", "F", "C", "O", "N", "Cl", "H", "C", "C", "N", "C", "C", "C", "C", "H", "H", "H", "H", "H", "H", "H", "H", "H", "H", "H", "H", "H", "H", "H", "C", "C", "N", "C", "C", "C", "C", "H", "H", "H", "H", "H", "H", "H", "H", "H", "H", "H", "H", "H", "H", "H"],
  "xyz": [[-4.374, 0.867, 0.089], [-4.534, 2.184, -0.084], [-5.258, 2.900, 1.019], [-4.073, 3.062, -1.390], [-5.279, 3.357, -2.231], [-3.619, 4.409, -0.878], [-2.805, 2.449, -2.229], [-2.530, 3.429, -3.345], [-1.611, 2.493, -1.353], [-3.082, 1.008, -2.958], [-4.505, 0.706, -3.238], [-2.407, 1.090, -4.306], [-2.432, -0.294, -2.203], [-3.264, -1.341, -1.966], [-1.006, -0.442, -1.719], [-0.034, -1.227, -2.912], [-5.530, 3.817, 0.720], [-2.524, 4.076, 6.309], [-2.628, 3.719, 4.830], [-1.335, 3.678, 4.138], [-1.459, 3.626, 2.678], [-2.116, 2.391, 2.070], [-0.321, 2.791, 4.710], [-0.670, 1.312, 4.846], [-1.986, 5.019, 6.453], [-3.526, 4.195, 6.733], [-2.017, 3.294, 6.883], [-3.252, 4.491, 4.361], [-3.169, 2.775, 4.729], [-0.469, 3.760, 2.223], [-2.032, 4.506, 2.356], [-1.449, 1.526, 2.097], [-2.348, 2.581, 1.016], [-3.053, 2.129, 2.567], [-0.055, 3.169, 5.704], [0.611, 2.880, 4.134], [-1.670, 1.152, 5.258], [0.041, 0.830, 5.526], [-0.598, 0.790, 3.891], [2.476, -5.758, -1.921], [3.306, -5.281, -3.109], [3.530, -3.831, -3.130], [4.066, -3.345, -4.405], [5.454, -3.827, -4.815], [4.143, -3.252, -1.934], [5.504, -3.791, -1.505], [1.521, -5.225, -1.864], [2.257, -6.825, -2.027], [3.006, -5.627, -0.974], [2.754, -5.563, -4.015], [4.248, -5.835, -3.131], [4.058, -2.247, -4.409], [3.363, -3.630, -5.198], [6.239, -3.333, -4.237], [5.632, -3.579, -5.867], [5.568, -4.909, -4.713], [3.449, -3.380, -1.095], [4.219, -2.162, -2.051], [5.553, -4.883, -1.533], [5.710, -3.484, -0.473], [6.311, -3.390, -2.121]],
  "mulliken_charge": [-0.423, 0.495, -0.441, 0.581, -0.309, -0.296, 0.440, -0.327, -0.180, 0.790, -0.289, -0.307, 0.091, -0.506, -0.420, -0.221, 0.341, -1.449, -0.242, 0.119, -1.003, 0.053, -0.681, -0.951, 0.330, 0.437, 0.288, 0.400, 0.249, 0.327, 0.375, 0.149, -0.323, 0.305, 0.392, 0.314, 0.231, 0.368, 0.293, -1.389, -0.382, 0.202, -0.698, -0.972, -0.748, -0.963, 0.311, 0.430, 0.286, 0.430, 0.276, 0.352, 0.396, 0.215, 0.404, 0.258, 0.375, 0.344, 0.234, 0.378, 0.262]
}

{
  "formula": "C17H31F3HfO2P2",
  "method": "ωB97M-V/def2-TZVPD",
  "mol_weight_g_mol": 564.87,
  "de_lowest_kj_mol": 0.0,
  "e_homo_ev": -13.97,
  "lumo_ev": -8.2000,
  "energy_ha": -1846.4833,
  "largest_force_ha_per_bohr": 0.0522,
  "charge": 2,
  "gap_ev": 5.77,
  "species": ["P", "P", "C", "C", "H", "H", "H", "H", "C", "H", "H", "H", "C", "H", "H", "H", "C", "H", "H", "H", "C", "H", "H", "H", "Hf", "C", "C", "C", "C", "C", "C", "C", "C", "C", "H", "H", "H", "H", "H", "H", "H", "H", "H", "H", "H", "H", "H", "H", "H", "F", "C", "F", "F", "C", "O", "O"],
  "xyz": [[-1.542, -1.642, -1.741], [0.417, -2.333, 1.000], [-0.997, -3.365, -1.309], [-0.683, -3.608, 0.184], [-0.118, -3.585, -1.929], [-1.810, -4.032, -1.638], [-1.608, -3.657, 0.777], [-0.156, -4.568, 0.306], [2.002, -2.857, 0.187], [2.819, -2.239, 0.587], [1.949, -2.721, -0.907], [2.219, -3.913, 0.407], [0.684, -3.048, 2.668], [1.126, -4.051, 2.616], [-0.278, -3.105, 3.199], [1.361, -2.390, 3.231], [-2.012, -1.676, -3.503], [-2.408, -0.688, -3.777], [-2.780, -2.424, -3.732], [-1.132, -1.875, -4.129], [-3.186, -1.678, -0.902], [-3.061, -1.846, 0.179], [-3.838, -2.470, -1.300], [-3.674, -0.705, -1.061], [0.479, 2.414, 0.431], [0.759, 0.197, 1.675], [1.568, 0.249, 0.509], [1.199, -0.106, -0.925], [0.853, 0.984, -1.962], [-0.504, 1.588, -1.759], [-1.423, 1.366, -0.742], [-1.441, 0.417, 0.431], [-0.685, 0.718, 1.749], [-0.789, 4.176, 0.265], [1.263, 0.121, 2.652], [2.652, 0.182, 0.651], [0.377, -0.850, -0.962], [2.032, -0.685, -1.347], [1.680, 1.712, -2.052], [0.854, 0.477, -2.949], [-0.728, 2.403, -2.465], [-2.322, 1.999, -0.742], [-1.106, -0.605, 0.195], [-2.496, 0.294, 0.731], [-0.913, 1.754, 2.165], [-1.161, 0.094, 2.551], [-0.995, 4.656, 1.247], [-1.765, 3.964, -0.216], [-0.301, 4.954, -0.357], [2.855, 6.159, 1.234], [3.214, 5.033, 1.903], [4.510, 4.786, 1.650], [3.047, 5.245, 3.223], [2.292, 3.877, 1.426], [2.330, 3.484, 0.201], [1.371, 3.415, 2.176]],
  "mulliken_charge": [1.367, 1.202, -1.138, -1.184, 0.392, 0.616, 0.433, 0.654, -1.422, 0.376, 0.303, 0.503, -1.247, 0.445, 0.393, 0.380, -1.268, 0.375, 0.440, 0.395, -1.337, 0.355, 0.459, 0.343, 1.054, -0.062, -0.429, 0.168, -1.721, -0.384, -0.293, 0.341, -1.133, -1.354, 0.568, 0.621, -1.370, 0.917, 0.463, 0.695, 0.447, 0.729, -1.579, 0.900, 0.375, 0.775, 0.445, 0.369, 0.461, -0.210, 0.678, -0.200, -0.205, 0.502, -0.752, -0.650]
}